# 1
The following is a quantum chemistry calculation of a structure of composition C38H63F3I2N5O4PS3 in a non-equilibrium geometry, from the OMol25 dataset.

Geometry as XYZ:
```
119
Properties=species:S:1:pos:R:3:lowdin_charge:R:1
C -7.673 -1.283 0.401 -0.06
C -6.545 -0.266 0.170 -0.26
N -6.244 0.580 1.339 -0.20
C -7.359 1.462 1.710 -0.27
C -6.894 2.838 2.200 -0.10
C -5.592 -0.019 2.383 -1.04
S -5.785 0.400 3.962 0.67
S -4.466 -1.289 1.878 0.97
C -3.367 -1.405 3.298 -0.50
C -2.359 -2.541 3.121 -0.21
C -1.000 -2.133 2.495 -0.13
C -1.030 -0.851 1.694 -0.13
C -0.555 0.422 2.236 -0.27
C -0.032 0.403 3.646 -0.72
I 2.105 0.137 3.499 1.00
C -0.365 1.517 4.631 -0.83
C -0.033 1.103 6.061 -0.20
I -2.453 2.014 4.595 0.99
C -0.524 1.551 1.462 -0.23
P 0.178 3.162 1.929 0.75
O 1.632 3.164 2.227 -0.47
C -1.026 1.457 0.135 -0.35
N -1.081 2.436 -0.776 -0.25
S -1.700 1.807 -2.098 1.04
N -1.938 0.296 -1.629 -0.20
C -1.521 0.227 -0.362 -0.30
C -1.502 -0.939 0.439 -0.16
C -1.958 -2.198 -0.235 -0.07
C -0.863 -2.748 -1.196 -0.25
O 0.364 -2.067 -1.166 0.03
C -0.627 -4.230 -0.965 -0.58
F 0.024 -4.459 0.196 0.14
F 0.114 -4.754 -1.950 0.14
F -1.787 -4.911 -0.923 0.15
H -7.299 -2.299 0.308 0.07
H -8.114 -1.188 1.390 0.08
H -8.464 -1.156 -0.334 0.07
H -5.645 -0.771 -0.160 0.06
H -6.818 0.411 -0.636 0.11
H -7.945 1.596 0.802 0.11
H -8.013 0.981 2.437 0.10
H -5.811 2.897 2.214 0.06
H -7.272 3.041 3.198 0.06
H -7.278 3.619 1.547 0.07
H -2.875 -0.442 3.423 -0.02
H -3.978 -1.565 4.180 0.05
H -2.159 -2.928 4.120 0.11
H -2.807 -3.374 2.580 0.10
H -0.246 -2.120 3.269 0.09
H -0.677 -2.923 1.817 0.10
H -0.350 -0.509 4.127 0.05
H 0.199 2.423 4.420 0.04
H -0.172 1.953 6.724 0.07
H -0.663 0.284 6.398 0.07
H 1.019 0.829 6.123 0.04
H -0.623 3.636 2.971 -0.03
H -0.191 3.983 0.863 0.02
H -2.256 -2.959 0.479 0.10
H -2.803 -1.918 -0.857 0.12
H -1.216 -2.664 -2.222 0.15
H 0.804 -2.216 -0.320 0.11
C -1.727 -4.740 -5.100 -0.02
C -0.405 -4.369 -5.798 -0.48
C -0.098 -2.882 -5.605 -0.12
C -0.996 -1.963 -6.432 -0.17
C -0.969 -2.358 -7.909 -0.13
C -1.300 -3.832 -8.149 -0.50
N -0.448 -4.683 -7.261 -0.10
O 0.725 -4.864 -7.750 -0.02
C -2.797 -4.095 -7.920 -0.03
C -1.006 -4.204 -9.597 -0.04
C 0.685 -5.209 -5.148 -0.04
H -2.499 -3.979 -5.192 0.06
H -2.122 -5.679 -5.489 0.09
H -1.545 -4.874 -4.034 0.07
H 0.945 -2.699 -5.881 0.13
H -0.185 -2.646 -4.541 0.11
H -2.021 -1.979 -6.050 0.10
H -0.651 -0.933 -6.327 0.11
H -1.673 -1.748 -8.479 0.12
H 0.027 -2.150 -8.311 0.13
H -3.004 -5.166 -7.925 0.09
H -3.366 -3.639 -8.730 0.09
H -3.182 -3.676 -6.996 0.06
H 0.018 -3.973 -9.877 0.08
H -1.675 -3.640 -10.247 0.09
H -1.175 -5.268 -9.767 0.09
H 0.515 -6.274 -5.309 0.10
H 0.678 -5.017 -4.079 0.06
H 1.674 -4.962 -5.525 0.08
C 4.756 3.329 2.889 -0.04
C 5.318 4.690 3.330 -0.48
C 5.833 5.474 2.122 -0.13
C 7.143 4.926 1.556 -0.17
C 8.206 4.814 2.648 -0.13
C 7.742 4.015 3.867 -0.50
N 6.422 4.544 4.332 -0.10
O 6.555 5.589 5.065 -0.03
C 7.665 2.517 3.535 -0.03
C 8.747 4.163 5.002 -0.05
C 4.169 5.444 3.986 -0.04
H 5.336 2.850 2.103 0.07
H 4.695 2.645 3.737 0.08
H 3.747 3.453 2.498 0.04
H 5.986 6.518 2.415 0.12
H 5.056 5.471 1.355 0.13
H 6.979 3.956 1.080 0.10
H 7.503 5.592 0.769 0.11
H 9.112 4.348 2.252 0.12
H 8.486 5.821 2.973 0.12
H 7.177 1.970 4.342 0.09
H 8.677 2.125 3.426 0.09
H 7.144 2.298 2.608 0.06
H 8.930 5.205 5.252 0.08
H 9.691 3.713 4.695 0.09
H 8.398 3.652 5.900 0.09
H 3.821 4.921 4.878 0.09
H 3.342 5.498 3.278 0.08
H 4.450 6.455 4.269 0.08
```

The HOMO energy (spin up / spin down) comes out at -7.83 / -8.62 eV. As for the spin multiplicity: 3. The calculation puts the gap between HOMO and LUMO (spin up / spin down) at 6.56 / 7.34 eV.

# 2
The following is a quantum chemistry calculation of a cluster of 4 separate species, C38H63F5N5O13S in total in a non-equilibrium geometry, from the OMol25 dataset.

Geometry as XYZ:
```
125
Properties=species:S:1:pos:R:3:lowdin_charge:R:1
C -6.934 3.979 -0.545 -0.08
C -5.854 2.896 -0.718 -0.13
C -5.721 2.537 -2.192 -0.43
O -6.610 2.794 -2.970 0.15
O -4.609 1.854 -2.684 -0.01
C -3.372 2.404 -2.307 -0.18
C -3.085 3.752 -3.015 -0.03
N -2.239 4.540 -2.092 0.20
C -1.327 5.364 -2.468 -0.27
N -0.590 6.097 -1.539 0.12
C 0.378 5.381 -0.749 -0.19
C 0.093 4.198 -0.123 -0.02
C 1.010 3.495 0.606 -0.11
N 2.249 3.926 0.759 0.10
C 2.520 5.057 0.143 -0.12
C 1.670 5.832 -0.594 0.01
C -0.059 7.248 -2.356 -0.20
C -0.210 8.493 -1.505 -0.17
C 0.892 9.250 -1.151 0.00
C 0.619 10.336 -0.342 -0.04
C -0.670 10.590 0.041 -0.13
N -1.763 9.912 -0.308 0.11
C -1.453 8.880 -1.080 -0.11
C -0.912 7.183 -3.641 -0.04
N -1.014 5.702 -3.785 -0.08
S 0.323 4.951 -4.464 0.75
O 1.250 4.441 -3.509 -0.19
O 0.920 5.900 -5.333 -0.20
C -0.211 3.515 -5.536 -0.47
F 0.406 3.678 -6.691 0.17
F -1.518 3.492 -5.787 0.14
C 0.296 2.151 -4.968 -0.60
F -0.253 1.191 -5.712 0.20
F -0.107 1.970 -3.709 0.17
F 1.595 2.053 -5.102 0.22
H -6.765 4.543 0.371 0.08
H -6.914 4.701 -1.359 0.08
H -7.925 3.538 -0.494 0.09
H -6.147 2.045 -0.105 0.13
H -4.935 3.295 -0.281 0.09
H -3.330 2.523 -1.216 0.11
H -2.591 1.683 -2.537 0.13
H -4.016 4.259 -3.258 0.15
H -2.480 3.522 -3.882 0.10
H -2.408 4.411 -1.102 0.16
H -0.903 3.780 -0.197 0.09
H 0.707 2.559 1.056 0.12
H 3.541 5.415 0.230 0.12
H 1.999 6.739 -1.063 0.10
H 0.966 7.147 -2.715 0.14
H 1.908 9.036 -1.450 0.12
H 1.415 10.984 -0.010 0.12
H -0.834 11.435 0.702 0.12
H -2.299 8.273 -1.406 0.12
H -0.554 7.731 -4.502 0.15
H -1.900 7.570 -3.378 0.13
C -0.380 -2.327 2.827 -0.11
O -0.696 -2.025 1.485 -0.20
C 0.427 -2.176 0.630 -0.20
C -0.014 -2.259 -0.815 -0.19
O -0.469 -3.551 -1.190 -0.13
C -1.761 -3.935 -0.734 -0.17
C -2.889 -3.265 -1.486 -0.20
O -3.109 -1.955 -0.982 -0.20
C -3.882 -1.169 -1.856 -0.11
H 0.414 -1.670 3.199 0.09
H -1.275 -2.175 3.427 0.08
H -0.072 -3.374 2.924 0.08
H 0.985 -3.082 0.892 0.13
H 1.077 -1.300 0.764 0.13
H 0.862 -2.073 -1.441 0.12
H -0.755 -1.492 -1.054 0.12
H -1.860 -3.792 0.343 0.12
H -1.822 -5.007 -0.927 0.13
H -3.813 -3.843 -1.351 0.13
H -2.640 -3.221 -2.554 0.13
H -3.362 -1.030 -2.813 0.09
H -4.017 -0.195 -1.391 0.07
H -4.866 -1.619 -2.031 0.10
C 5.983 -1.882 -4.216 -0.12
O 5.845 -3.025 -3.405 -0.20
C 5.964 -2.718 -2.026 -0.21
C 5.415 -3.846 -1.180 -0.18
O 3.998 -3.828 -1.059 -0.13
C 3.262 -4.272 -2.194 -0.18
C 3.283 -5.773 -2.377 -0.20
O 4.485 -6.179 -3.010 -0.20
C 4.707 -7.566 -2.885 -0.11
H 6.959 -1.407 -4.064 0.09
H 5.900 -2.196 -5.254 0.09
H 5.184 -1.160 -4.005 0.08
H 5.420 -1.792 -1.797 0.13
H 7.029 -2.578 -1.797 0.13
H 5.788 -3.709 -0.162 0.13
H 5.770 -4.816 -1.530 0.12
H 3.581 -3.753 -3.100 0.12
H 2.229 -3.976 -1.997 0.11
H 2.442 -6.073 -3.016 0.13
H 3.190 -6.261 -1.399 0.13
H 4.818 -7.847 -1.831 0.09
H 5.631 -7.805 -3.407 0.09
H 3.887 -8.136 -3.335 0.09
C -2.075 -3.985 6.015 -0.12
O -1.209 -5.019 6.418 -0.19
C -0.002 -5.023 5.675 -0.21
C 1.056 -5.845 6.381 -0.18
O 1.709 -5.145 7.430 -0.13
C 0.974 -4.986 8.637 -0.18
C 0.886 -6.250 9.464 -0.21
O -0.134 -7.100 8.965 -0.20
C -0.020 -8.413 9.467 -0.11
H -2.338 -4.084 4.955 0.08
H -2.982 -4.056 6.612 0.09
H -1.616 -3.004 6.193 0.09
H 0.364 -3.997 5.542 0.12
H -0.212 -5.465 4.690 0.13
H 1.842 -6.067 5.655 0.13
H 0.653 -6.798 6.729 0.12
H -0.016 -4.567 8.445 0.12
H 1.534 -4.248 9.215 0.13
H 0.638 -5.989 10.502 0.13
H 1.852 -6.769 9.441 0.13
H 0.926 -8.868 9.152 0.09
H -0.841 -8.999 9.059 0.09
H -0.087 -8.421 10.561 0.09
```

The HOMO energy comes out at -10.32 eV. The calculation puts the gap between HOMO and LUMO at 5.85 eV. As for the total charge: +1.

# 3
The following is a quantum chemistry calculation of a cluster of 7 separate species, C38H63N2O18 in total in a non-equilibrium geometry, from the OMol25 dataset.

Geometry as XYZ:
```
121
Properties=species:S:1:pos:R:3:lowdin_charge:R:1
C 1.808 -0.427 0.985 -0.10
C 0.604 -1.249 0.470 -0.23
C -0.753 -0.475 0.556 -0.18
C -1.151 0.002 -0.866 -0.19
C -2.426 0.882 -0.898 -0.19
C -2.221 2.387 -1.167 -0.19
C -1.547 3.175 -0.010 -0.17
C -0.166 3.796 -0.395 -0.18
C 0.922 2.896 0.238 -0.22
C 2.347 3.435 0.091 -0.16
C 2.956 3.220 -1.313 -0.07
N 3.664 1.923 -1.366 -0.02
C 3.445 0.895 -2.264 -0.03
C 4.258 -0.123 -1.962 -0.04
N 5.002 0.304 -0.875 0.12
C 4.627 1.524 -0.561 -0.08
H 2.631 -1.031 1.379 0.07
H 1.475 0.325 1.707 0.07
H 2.202 0.152 0.133 0.03
H 0.751 -1.622 -0.552 0.10
H 0.548 -2.149 1.102 0.08
H -1.486 -1.222 0.879 0.11
H -0.684 0.353 1.268 0.09
H -0.300 0.459 -1.395 0.10
H -1.392 -0.909 -1.429 0.09
H -3.029 0.511 -1.739 0.10
H -3.055 0.771 -0.007 0.12
H -1.713 2.546 -2.127 0.10
H -3.225 2.812 -1.296 0.11
H -1.453 2.530 0.872 0.10
H -2.199 3.997 0.306 0.11
H -0.074 3.671 -1.483 0.09
H -0.089 4.832 -0.057 0.11
H 0.682 2.838 1.308 0.12
H 0.778 1.896 -0.185 0.08
H 2.333 4.513 0.291 0.12
H 2.986 2.997 0.870 0.11
H 3.638 4.046 -1.522 0.13
H 2.140 3.141 -2.034 0.13
H 2.739 0.893 -3.083 0.15
H 4.341 -1.089 -2.432 0.14
H 5.703 -0.261 -0.419 0.19
H 5.046 2.116 0.241 0.18
C 0.447 -3.648 4.465 0.00
C -0.845 -2.857 4.512 -0.29
C -1.772 -3.067 3.346 -0.08
O -2.508 -1.828 3.328 0.06
C -1.692 -0.876 3.845 -0.58
O -1.915 0.295 3.809 0.14
O -0.593 -1.432 4.407 0.08
H 0.667 -4.001 3.461 0.06
H 1.287 -3.033 4.791 0.09
H 0.388 -4.525 5.106 0.09
H -1.357 -3.028 5.459 0.13
H -2.437 -3.915 3.477 0.14
H -1.251 -3.163 2.391 0.11
C 6.937 1.522 -2.881 -0.02
C 7.765 2.591 -3.570 -0.32
C 8.516 2.135 -4.797 -0.10
O 9.601 3.065 -4.842 0.07
C 9.844 3.458 -3.561 -0.54
O 10.785 4.082 -3.212 0.19
O 8.842 3.030 -2.733 0.08
H 7.247 0.516 -3.172 0.09
H 7.030 1.598 -1.801 0.08
H 5.887 1.625 -3.152 0.07
H 7.144 3.466 -3.787 0.16
H 7.923 2.189 -5.708 0.14
H 8.932 1.130 -4.696 0.14
C -0.831 -5.082 -1.498 0.00
C -0.057 -5.186 -0.201 -0.32
C 0.720 -6.465 -0.001 -0.09
O 0.803 -6.536 1.431 0.07
C -0.285 -5.891 1.920 -0.56
O -0.627 -5.884 3.058 0.16
O -0.932 -5.220 0.935 0.07
H -0.980 -6.051 -1.976 0.09
H -1.813 -4.638 -1.337 0.08
H -0.284 -4.458 -2.206 0.09
H 0.584 -4.306 -0.085 0.14
H 1.713 -6.440 -0.444 0.14
H 0.187 -7.349 -0.359 0.14
C -7.597 -0.673 -1.467 -0.01
C -6.309 -0.843 -2.249 -0.32
C -6.364 -1.849 -3.369 -0.09
O -4.988 -2.239 -3.484 0.07
C -4.431 -2.081 -2.259 -0.56
O -3.351 -2.479 -1.953 0.14
O -5.263 -1.407 -1.431 0.08
H -8.274 -1.516 -1.613 0.08
H -7.398 -0.587 -0.400 0.09
H -8.124 0.223 -1.793 0.09
H -5.954 0.128 -2.603 0.16
H -6.728 -1.430 -4.304 0.14
H -6.949 -2.737 -3.119 0.14
C 1.094 5.683 -5.372 -0.02
C -0.409 5.656 -5.575 -0.32
C -1.189 6.628 -4.728 -0.10
O -2.469 5.995 -4.652 0.07
C -2.261 4.658 -4.769 -0.56
O -3.085 3.829 -4.569 0.17
O -0.976 4.403 -5.146 0.07
H 1.367 6.163 -4.429 0.08
H 1.505 4.674 -5.364 0.08
H 1.577 6.246 -6.170 0.09
H -0.645 5.773 -6.636 0.16
H -1.272 7.616 -5.176 0.14
H -0.795 6.724 -3.713 0.14
C -4.185 -2.227 9.924 -0.01
C -3.187 -2.526 8.822 -0.32
C -3.787 -2.761 7.459 -0.09
O -2.789 -3.579 6.833 0.02
C -2.161 -4.268 7.830 -0.55
O -1.406 -5.165 7.649 0.18
O -2.515 -3.781 9.045 0.09
H -5.196 -2.536 9.651 0.08
H -3.917 -2.743 10.844 0.09
H -4.220 -1.157 10.126 0.09
H -2.419 -1.749 8.790 0.16
H -3.943 -1.842 6.897 0.14
H -4.720 -3.327 7.492 0.14
```

The HOMO energy comes out at -12.05 eV. The calculation puts the gap between HOMO and LUMO at 9.19 eV. As for the total charge: +1.

# 4
The following is a quantum chemistry calculation of a cluster of 4 separate species, C38H63N4O2PSi in total in a non-equilibrium geometry, from the OMol25 dataset.

Geometry as XYZ:
```
109
Properties=species:S:1:pos:R:3:lowdin_charge:R:1
C -1.160 -4.848 -5.863 -0.07
C -1.894 -5.256 -4.564 -0.27
O -2.328 -4.126 -3.834 -0.21
C -1.372 -3.662 -2.880 -0.36
P -0.677 -1.962 -3.257 1.01
C 0.931 -2.226 -4.168 -0.38
C 1.735 -0.915 -4.290 -0.24
C 2.682 -0.575 -3.102 -0.19
C 2.763 -1.618 -1.970 -0.21
C 3.991 -1.279 -1.077 -0.21
C 3.608 -0.406 0.140 -0.20
C 2.966 -1.340 1.198 -0.27
C 2.418 -0.562 2.438 -0.25
Si 0.613 -1.054 2.695 0.59
C 0.480 -2.951 2.630 -0.16
C -0.384 -0.242 1.312 -0.16
C -0.060 -0.597 4.408 -0.28
C 0.704 -0.108 5.449 -0.12
C 0.086 0.145 6.654 -0.10
C -1.242 -0.083 6.847 -0.10
C -2.025 -0.550 5.807 -0.08
C -1.413 -0.801 4.604 -0.12
C -1.852 -1.245 -4.491 -0.35
C -1.983 0.305 -4.399 -0.25
C -3.470 0.772 -4.349 -0.18
C -3.820 1.123 -2.883 -0.19
N -3.820 -0.147 -2.118 -0.13
C -3.002 -0.042 -0.898 -0.09
C -5.182 -0.547 -1.832 -0.45
C -6.058 0.305 -0.905 0.00
O -5.614 -1.578 -2.314 0.10
H -1.389 -5.573 -6.652 0.07
H -1.534 -3.872 -6.180 0.07
H -0.073 -4.847 -5.747 0.06
H -1.290 -5.943 -3.959 0.11
H -2.781 -5.816 -4.883 0.11
H -0.515 -4.343 -2.781 0.08
H -1.898 -3.607 -1.921 0.08
H 0.633 -2.505 -5.192 0.06
H 1.485 -3.083 -3.782 0.07
H 2.269 -0.933 -5.243 0.10
H 0.998 -0.103 -4.357 0.08
H 3.696 -0.490 -3.509 0.09
H 2.448 0.396 -2.653 0.11
H 1.844 -1.705 -1.386 0.08
H 2.998 -2.595 -2.406 0.10
H 4.461 -2.199 -0.713 0.11
H 4.728 -0.729 -1.673 0.09
H 4.498 0.007 0.629 0.11
H 2.886 0.367 -0.141 0.11
H 2.121 -1.808 0.677 0.06
H 3.665 -2.126 1.494 0.11
H 3.007 -0.905 3.302 0.07
H 2.590 0.516 2.341 0.07
H 1.089 -3.398 1.843 0.02
H -0.586 -3.180 2.523 0.03
H 0.825 -3.329 3.598 0.04
H -0.265 -0.867 0.414 0.02
H -0.027 0.761 1.062 0.04
H -1.459 -0.208 1.511 0.02
H 1.766 0.073 5.315 0.10
H 0.674 0.505 7.494 0.11
H -1.743 0.084 7.795 0.11
H -3.084 -0.754 5.914 0.11
H -2.022 -1.171 3.781 0.10
H -1.495 -1.486 -5.503 0.07
H -2.851 -1.675 -4.407 0.07
H -1.585 0.727 -5.326 0.10
H -1.460 0.697 -3.524 0.07
H -3.642 1.620 -5.021 0.10
H -4.145 -0.032 -4.660 0.11
H -3.037 1.808 -2.543 0.11
H -4.782 1.649 -2.805 0.11
H -2.040 0.400 -1.158 0.07
H -3.484 0.525 -0.089 0.08
H -2.778 -1.060 -0.559 0.08
H -5.466 0.993 -0.298 0.07
H -6.775 0.870 -1.506 0.09
H -6.610 -0.368 -0.248 0.09
N 1.241 3.577 3.526 0.01
C 0.902 4.833 3.096 -0.15
C -0.462 4.938 3.140 -0.11
C -0.967 3.698 3.619 -0.11
C 0.107 2.881 3.850 -0.12
H 2.176 3.221 3.593 0.14
H 1.659 5.539 2.798 0.10
H -1.036 5.807 2.862 0.09
H -2.001 3.437 3.776 0.09
H 0.162 1.873 4.213 0.08
N 7.707 -0.169 -4.821 0.00
C 7.230 -0.730 -3.667 -0.15
C 8.002 -0.279 -2.630 -0.11
C 8.981 0.592 -3.180 -0.11
C 8.771 0.641 -4.532 -0.14
H 7.333 -0.328 -5.738 0.14
H 6.387 -1.399 -3.685 0.10
H 7.879 -0.544 -1.593 0.09
H 9.750 1.123 -2.643 0.09
H 9.284 1.179 -5.310 0.10
N -3.864 6.622 7.063 0.00
C -2.774 5.869 6.718 -0.14
C -3.164 4.557 6.685 -0.12
C -4.545 4.517 7.018 -0.11
C -4.948 5.806 7.244 -0.15
H -3.868 7.619 7.167 0.14
H -1.820 6.329 6.527 0.11
H -2.529 3.719 6.447 0.08
H -5.170 3.641 7.084 0.09
H -5.908 6.212 7.516 0.10
```

Its structure (SMILES) is CCOCP(CCCCCCCC[Si](C)(C)c1ccccc1)CCCCN(C)C(C)=O.c1cc[nH]c1.c1cc[nH]c1.c1cc[nH]c1. The HOMO energy comes out at -7.85 eV. The calculation puts the gap between HOMO and LUMO at 8.51 eV.

Computed values of E (unit: Ha) for the preceding records, in sequence: -4491.3110, -3634.6621, -2949.4424, -2486.0244.